Density functional theory data (ωB97M-V/def2-TZVPD) for a structure of composition C22H20ClN4PdSTe at a distorted geometry.

XYZ file:
```
50
Properties=species:S:1:pos:R:3:forces:R:3:lowdin_charge:R:1
Pd -0.05261 -1.41876 0.57596 0.700 0.271 -0.725 0.31
C 1.24295 -3.52571 4.36042 0.006 -0.002 0.000 -0.02
C 0.51628 -3.12323 3.23408 0.006 -0.009 0.046 -0.12
N 0.91197 -2.15393 2.43526 -0.280 -0.048 -0.058 0.01
C 2.07047 -1.51356 2.71097 0.042 0.090 -0.087 -0.14
C 2.86287 -1.84368 3.81664 -0.016 -0.009 0.008 -0.13
C 2.41695 -2.88323 4.65132 0.000 -0.002 -0.002 0.01
C 4.08459 -1.12899 4.05566 0.010 0.008 -0.002 -0.01
C 4.48404 -0.14686 3.22397 -0.017 -0.011 0.007 -0.01
C 3.69885 0.21096 2.07634 -0.018 -0.013 -0.009 -0.13
C 4.08995 1.21786 1.17682 0.016 0.020 -0.015 0.01
C 3.30128 1.49867 0.09350 0.025 -0.035 0.056 -0.02
C 2.11703 0.77448 -0.08658 0.004 0.057 -0.064 -0.09
N 1.72198 -0.16898 0.74743 -0.368 -0.170 -0.042 0.02
C 2.49844 -0.46123 1.81900 -0.009 -0.050 0.034 -0.14
H 0.87013 -4.33035 4.97753 -0.001 0.000 0.000 0.12
H -0.42016 -3.60883 2.98600 0.009 0.002 0.010 0.08
H 3.00733 -3.16615 5.51376 0.000 0.003 0.000 0.13
H 4.67985 -1.40034 4.91794 -0.002 -0.004 0.000 0.12
H 5.40757 0.38842 3.40300 -0.001 0.002 -0.003 0.12
H 5.01414 1.75561 1.34786 0.001 0.000 0.003 0.13
H 3.57371 2.25977 -0.62349 -0.010 -0.004 -0.006 0.12
H 1.47902 0.96497 -0.93858 0.017 0.035 0.030 0.09
Te -2.03275 -3.12286 0.36443 0.268 0.526 -0.113 0.48
S -3.26435 -2.31484 -1.56497 0.218 -0.149 0.008 0.43
C -4.05863 -0.90997 -1.00182 -0.021 0.205 0.041 -0.79
N -3.91451 -0.33060 0.17994 -0.029 -0.061 0.000 0.03
C -4.89381 0.74539 0.35722 0.012 0.016 0.006 -0.10
C -5.29279 1.03563 -1.09678 -0.002 0.008 0.005 -0.11
N -4.93270 -0.22786 -1.74731 0.031 -0.054 0.024 0.04
H -3.42022 -0.81397 0.92257 0.008 0.029 -0.006 0.04
H -4.44839 1.60520 0.84996 0.000 -0.002 -0.002 0.12
H -5.74052 0.39037 0.94672 0.002 -0.007 0.001 0.13
H -4.71342 1.85887 -1.51900 0.006 -0.006 -0.008 0.12
H -6.35279 1.24742 -1.20597 0.002 -0.001 -0.003 0.13
H -5.04532 -0.40446 -2.73143 0.012 -0.004 -0.006 0.15
Cl 0.45471 -0.76174 -4.97138 0.018 0.027 0.000 0.72
C 0.20009 0.81538 -4.30517 -0.042 -0.119 0.286 -0.60
C 0.51211 1.91660 -5.07347 -0.060 0.147 -0.060 -0.10
C 0.32045 3.19721 -4.56743 -0.037 -0.090 0.108 -0.06
C -0.18918 3.36822 -3.27980 0.045 0.100 -0.192 -0.08
C -0.50143 2.27071 -2.51378 0.008 -0.343 0.029 -0.05
C -0.32038 0.94285 -2.98971 0.839 0.698 -0.208 -0.34
C -0.63551 -0.15306 -2.18141 -0.436 -0.922 1.172 -0.03
H 0.90547 1.77120 -6.06996 -0.003 0.000 -0.004 0.11
H 0.56695 4.05586 -5.17632 0.007 0.003 -0.003 0.11
H -0.33939 4.36476 -2.88634 0.001 -0.001 0.001 0.11
H -0.89648 2.39905 -1.51196 0.014 -0.003 0.006 0.11
H -0.50608 -1.17078 -2.51404 -0.260 0.009 -0.010 0.01
H -1.03777 0.02856 -1.18764 -0.718 -0.139 -0.253 -0.01
```
Forces are in eV/Å.

Relative energy (zero: lowest compared OMol25 entry of this formula, charge and spin), eV: 2.458
Charge: +1
F_max, Eh/bohr: 0.030
Kohn-Sham gap (alpha / beta), eV: 4.448 / 4.447
Electronic energy, eV: -63223.890
Molar mass, g/mol: 642.0